Entry 1:
Formula: C42H42FN6O18P
Source: the OMol25 dataset
Level of theory: the ωB97M-V functional and the def2-TZVPD basis

Computed properties:
F_max in hartree/bohr: 0.029
HOMO in hartree: -0.3534
LUMO level in hartree: -0.0224
Structure (SMILES): CC(=O)OCO[P@](=O)(O)OC[C@H](C)F.O=[N+]([O-])c1ccccc1.O=[N+]([O-])c1ccccc1.O=[N+]([O-])c1ccccc1.O=[N+]([O-])c1ccccc1.O=[N+]([O-])c1ccccc1.O=[N+]([O-])c1ccccc1
Total energy in Ha: -3749.2929

Last column: Löwdin charge in e.
Geometry (Å):
C (5.499, -1.188, -2.115)  0.017
C (5.493, 0.267, -2.411)  -0.520
O (6.210, 1.060, -1.870)  0.153
O (4.632, 0.646, -3.413)  0.009
C (3.328, 1.066, -3.030)  -0.177
O (3.282, 1.260, -1.615)  -0.110
P (1.932, 1.117, -0.802)  0.355
O (1.606, 2.267, 0.038)  -0.215
O (2.124, -0.189, 0.088)  -0.091
O (0.819, 0.760, -1.869)  -0.169
C (-0.351, 0.106, -1.329)  -0.118
C (-1.483, 0.138, -2.376)  -0.337
C (-2.108, -1.227, -2.574)  -0.024
F (-1.023, 0.628, -3.590)  -0.008
H (4.519, -1.554, -1.822)  0.087
H (5.773, -1.735, -3.016)  0.099
H (6.225, -1.399, -1.345)  0.071
H (3.135, 2.005, -3.526)  0.118
H (2.624, 0.312, -3.366)  0.128
H (2.381, -0.929, -0.480)  0.088
H (-0.113, -0.923, -1.078)  0.112
H (-0.686, 0.638, -0.442)  0.120
H (-2.249, 0.824, -2.014)  0.112
H (-1.355, -2.004, -2.480)  0.063
H (-2.895, -1.391, -1.844)  0.088
H (-2.540, -1.300, -3.567)  0.087
O (1.503, 4.184, -4.809)  0.088
N (0.890, 3.192, -5.145)  -0.328
O (1.140, 2.069, -4.761)  0.070
C (-0.237, 3.357, -6.074)  -0.140
C (-0.523, 4.618, -6.560)  -0.002
C (-1.577, 4.763, -7.446)  -0.068
C (-2.325, 3.656, -7.825)  -0.073
C (-2.024, 2.400, -7.316)  -0.061
C (-0.970, 2.243, -6.431)  0.001
H (0.065, 5.470, -6.255)  0.119
H (-1.814, 5.741, -7.841)  0.106
H (-3.146, 3.774, -8.519)  0.105
H (-2.611, 1.541, -7.607)  0.108
H (-0.728, 1.273, -6.024)  0.111
O (-4.999, 3.102, -0.708)  0.078
N (-3.788, 3.097, -0.679)  -0.345
O (-3.082, 2.908, -1.654)  0.059
C (-3.129, 3.318, 0.620)  -0.144
C (-3.921, 3.501, 1.739)  -0.002
C (-3.304, 3.682, 2.964)  -0.063
C (-1.917, 3.678, 3.053)  -0.062
C (-1.139, 3.497, 1.917)  -0.053
C (-1.746, 3.317, 0.685)  -0.003
H (-4.997, 3.499, 1.659)  0.118
H (-3.908, 3.819, 3.849)  0.084
H (-1.440, 3.811, 4.015)  0.106
H (-0.062, 3.484, 1.979)  0.104
H (-1.145, 3.171, -0.199)  0.112
O (-5.993, 3.194, 4.964)  0.061
N (-5.895, 3.412, 6.154)  -0.349
O (-5.423, 2.640, 6.961)  0.085
C (-6.382, 4.710, 6.651)  -0.148
C (-6.951, 5.596, 5.756)  -0.002
C (-7.422, 6.808, 6.231)  -0.063
C (-7.316, 7.117, 7.580)  -0.070
C (-6.735, 6.214, 8.460)  -0.065
C (-6.262, 4.997, 7.997)  -0.004
H (-7.027, 5.345, 4.709)  0.120
H (-7.874, 7.512, 5.546)  0.109
H (-7.689, 8.063, 7.947)  0.107
H (-6.651, 6.456, 9.510)  0.108
H (-5.810, 4.286, 8.671)  0.119
O (-0.434, -5.646, -1.967)  0.084
N (-1.490, -5.168, -2.321)  -0.349
O (-1.628, -4.427, -3.273)  0.063
C (-2.690, -5.495, -1.533)  -0.147
C (-2.558, -6.300, -0.419)  -0.001
C (-3.687, -6.586, 0.330)  -0.064
C (-4.920, -6.069, -0.043)  -0.071
C (-5.030, -5.267, -1.171)  -0.065
C (-3.907, -4.974, -1.926)  -0.006
H (-1.593, -6.693, -0.139)  0.120
H (-3.602, -7.209, 1.209)  0.108
H (-5.798, -6.290, 0.549)  0.107
H (-5.991, -4.867, -1.461)  0.108
H (-3.979, -4.349, -2.803)  0.118
O (-0.774, -2.393, 2.827)  0.077
N (0.400, -2.196, 2.590)  -0.345
O (0.916, -2.334, 1.502)  0.063
C (1.259, -1.744, 3.696)  -0.143
C (0.708, -1.608, 4.956)  -0.004
C (1.525, -1.194, 5.995)  -0.068
C (2.866, -0.922, 5.760)  -0.072
C (3.395, -1.057, 4.483)  -0.059
C (2.588, -1.472, 3.437)  0.004
H (-0.336, -1.820, 5.124)  0.119
H (1.114, -1.085, 6.988)  0.107
H (3.502, -0.601, 6.575)  0.106
H (4.438, -0.838, 4.300)  0.109
H (2.986, -1.577, 2.440)  0.114
O (5.751, -4.758, -1.924)  0.083
N (6.557, -4.329, -1.126)  -0.346
O (6.307, -3.501, -0.274)  0.059
C (7.937, -4.834, -1.204)  -0.146
C (8.257, -5.748, -2.189)  -0.002
C (9.562, -6.206, -2.270)  -0.064
C (10.518, -5.750, -1.372)  -0.070
C (10.171, -4.836, -0.386)  -0.064
C (8.870, -4.369, -0.297)  -0.001
H (7.505, -6.095, -2.881)  0.120
H (9.833, -6.919, -3.036)  0.108
H (11.536, -6.107, -1.442)  0.107
H (10.916, -4.482, 0.313)  0.108
H (8.589, -3.657, 0.463)  0.120

Entry 2:
Formula: C4H5NOS2
Source: the OMol25 dataset
Level of theory: the ωB97M-V functional and the def2-TZVPD basis

Computed properties:
F_max in hartree/bohr: 0.082
ΔE to the lowest compared entry with this formula, charge and spin in kJ/mol: 519.6
HOMO in hartree: -0.3119
LUMO level in hartree: -0.0296
Total energy in Ha: -1081.5953

Last column: natural (NBO) charge in e.
Geometry (Å):
C (-1.045, -0.072, 0.013)  -0.214
C (2.751, -0.010, -0.158)  0.327
C (1.296, -1.905, -0.248)  -0.050
C (-2.152, 0.454, 0.893)  -0.750
N (2.409, -1.201, -0.581)  -0.662
O (3.796, 0.534, -0.824)  -0.704
S (1.105, -3.492, -0.594)  0.042
S (0.005, -1.061, 0.874)  0.389
H (-2.340, 0.227, 1.972)  0.199
H (-3.177, 0.160, 0.393)  0.253
H (-1.983, 1.527, 0.779)  0.254
H (2.961, -1.688, -1.204)  0.400
H (4.256, 1.304, -0.494)  0.518

Entry 3:
Formula: C54H42N10PdS3
Source: the OMol25 dataset
Level of theory: the ωB97M-V functional and the def2-TZVPD basis

Computed properties:
F_max in hartree/bohr: 0.052
ΔE to the lowest compared entry with this formula, charge and spin in kJ/mol: 275.1
HOMO (alpha / beta) in hartree: -0.3673 / -0.3674
LUMO level (alpha / beta) in hartree: -0.1958 / -0.1958
Net charge: +2
Total energy in Ha: -3952.1623

Last column: Löwdin charge in e.
Geometry (Å):
Pd (-1.539, 1.228, 0.565)  1.000
C (-5.204, 2.764, -0.746)  -0.076
C (-3.849, 2.514, -0.765)  -0.079
N (-3.190, 2.184, 0.352)  -0.049
C (-3.911, 2.045, 1.504)  -0.156
C (-5.292, 2.312, 1.466)  -0.044
N (-5.923, 2.667, 0.379)  0.114
C (-3.187, 1.661, 2.687)  -0.208
C (-3.718, 1.701, 3.980)  0.055
C (-2.926, 1.389, 5.087)  -0.121
C (-1.584, 1.074, 4.829)  0.070
C (-1.085, 1.045, 3.523)  -0.187
N (-1.903, 1.296, 2.475)  -0.024
C (0.313, 0.841, 3.241)  -0.180
C (1.318, 0.697, 4.198)  -0.114
N (2.607, 0.755, 3.956)  0.052
C (2.976, 1.033, 2.693)  -0.158
C (2.090, 1.045, 1.664)  -0.135
N (0.729, 0.889, 1.883)  -0.150
C (-3.455, 1.445, 6.461)  -0.158
C (-4.824, 1.567, 6.725)  -0.005
C (-5.258, 1.701, 8.035)  -0.126
N (-4.442, 1.693, 9.069)  0.074
C (-3.152, 1.544, 8.845)  -0.126
C (-2.609, 1.423, 7.575)  -0.003
H (-5.746, 3.055, -1.631)  0.119
H (-3.278, 2.582, -1.682)  0.086
H (-5.905, 2.216, 2.348)  0.124
H (-4.742, 2.001, 4.109)  0.098
H (-0.917, 0.855, 5.644)  0.099
H (1.065, 0.522, 5.234)  0.114
H (4.031, 1.212, 2.538)  0.107
H (2.375, 1.148, 0.628)  0.080
H (-5.562, 1.555, 5.940)  0.102
H (-6.306, 1.828, 8.264)  0.113
H (-2.519, 1.532, 9.722)  0.114
H (-1.537, 1.334, 7.484)  0.103
N (0.047, 0.069, 0.965)  -0.309
S (0.759, -1.241, 0.438)  1.023
N (1.823, -1.069, -0.739)  -0.350
S (1.600, -1.164, -2.321)  0.942
N (0.460, -0.328, -2.923)  -0.364
S (-0.203, 1.130, -2.448)  0.816
N (-1.249, 1.099, -1.423)  -0.371
C (-0.837, 1.758, -4.007)  -0.309
C (-1.460, 2.991, -3.915)  -0.073
C (-1.920, 3.607, -5.065)  -0.042
C (-1.736, 2.990, -6.292)  -0.044
C (-1.117, 1.753, -6.371)  -0.046
C (-0.659, 1.128, -5.222)  -0.068
C (1.262, 2.143, -2.215)  -0.318
C (1.430, 2.854, -1.044)  -0.079
C (2.570, 3.632, -0.908)  -0.045
C (3.485, 3.715, -1.949)  -0.039
C (3.286, 3.007, -3.127)  -0.047
C (2.166, 2.205, -3.260)  -0.081
C (3.224, -0.717, -2.955)  -0.315
C (3.410, -0.827, -4.325)  -0.064
C (4.627, -0.457, -4.876)  -0.034
C (5.644, 0.011, -4.055)  -0.034
C (5.450, 0.104, -2.685)  -0.039
C (4.234, -0.259, -2.127)  -0.057
C (1.253, -2.825, -2.832)  -0.327
C (0.056, -3.107, -3.479)  -0.058
C (-0.207, -4.409, -3.860)  -0.043
C (0.713, -5.413, -3.590)  -0.033
C (1.906, -5.119, -2.941)  -0.037
C (2.185, -3.819, -2.559)  -0.056
C (1.645, -2.017, 1.756)  -0.318
C (3.015, -2.256, 1.703)  -0.054
C (3.641, -2.787, 2.815)  -0.034
C (2.916, -3.049, 3.973)  -0.019
C (1.550, -2.800, 4.015)  -0.036
C (0.905, -2.290, 2.907)  -0.055
C (-0.533, -2.357, -0.123)  -0.300
C (-0.174, -3.701, -0.141)  -0.074
C (-1.096, -4.646, -0.553)  -0.048
C (-2.364, -4.243, -0.948)  -0.040
C (-2.720, -2.904, -0.899)  -0.039
C (-1.812, -1.945, -0.471)  -0.063
H (-1.563, 3.454, -2.946)  0.108
H (-2.416, 4.562, -5.001)  0.118
H (-2.069, 3.482, -7.191)  0.118
H (-0.991, 1.272, -7.327)  0.116
H (-0.171, 0.167, -5.254)  0.098
H (0.656, 2.799, -0.271)  0.097
H (2.745, 4.175, 0.007)  0.120
H (4.358, 4.340, -1.839)  0.118
H (3.994, 3.079, -3.938)  0.118
H (1.983, 1.639, -4.160)  0.110
H (2.608, -1.208, -4.940)  0.123
H (4.780, -0.542, -5.942)  0.122
H (6.595, 0.290, -4.483)  0.122
H (6.246, 0.453, -2.047)  0.122
H (4.070, -0.203, -1.064)  0.101
H (-0.631, -2.302, -3.680)  0.110
H (-1.125, -4.636, -4.379)  0.123
H (0.500, -6.428, -3.888)  0.122
H (2.623, -5.901, -2.745)  0.122
H (3.110, -3.560, -2.069)  0.124
H (3.553, -2.018, 0.799)  0.103
H (4.702, -2.990, 2.783)  0.120
H (3.409, -3.453, 4.844)  0.123
H (0.983, -3.001, 4.910)  0.123
H (-0.160, -2.114, 2.908)  0.126
H (0.818, -3.995, 0.170)  0.122
H (-0.829, -5.691, -0.558)  0.123
H (-3.079, -4.978, -1.283)  0.121
H (-3.712, -2.599, -1.192)  0.120
H (-2.105, -0.891, -0.432)  0.059

Entry 4:
Formula: C6H40FeO23
Source: the OMol25 dataset
Level of theory: the ωB97M-V functional and the def2-TZVPD basis

Computed properties:
F_max in hartree/bohr: 0.162
ΔE to the lowest compared entry with this formula, charge and spin in kJ/mol: 294.0
HOMO (alpha / beta) in hartree: -0.3070 / -0.3067
LUMO level (alpha / beta) in hartree: -0.0779 / -0.0860
2S+1: 5
Total energy in Ha: -3246.7820

Last column: natural (NBO) charge in e.
Geometry (Å):
Fe (-0.120, -3.035, 2.592)  1.589
C (-1.218, -0.045, -0.102)  -0.446
C (-0.689, -0.985, 0.811)  0.388
C (0.898, -1.174, 0.779)  0.475
O (1.224, -1.985, 1.634)  -0.793
C (1.674, -0.123, 0.003)  -0.495
C (1.142, 0.694, -0.891)  0.461
C (-0.393, 0.658, -0.974)  0.423
O (-1.126, 1.401, -1.757)  -0.701
O (1.872, 1.674, -1.328)  -0.686
O (-1.301, -1.570, 1.714)  -0.786
H (-2.291, 0.000, -0.213)  0.216
H (2.675, 0.004, 0.389)  0.198
O (-0.476, -4.289, 0.853)  -0.981
H (-1.077, -4.948, 0.504)  0.516
H (0.025, -3.994, 0.092)  0.521
O (0.305, 3.793, -3.451)  -0.954
H (0.523, 3.074, -2.857)  0.489
H (0.600, 4.580, -2.993)  0.461
O (0.746, 4.564, 0.277)  -0.937
H (0.102, 5.239, 0.061)  0.461
H (0.791, 4.016, -0.506)  0.475
O (-4.559, -2.567, -0.454)  -0.968
H (-4.574, -1.723, -0.003)  0.505
H (-4.240, -3.185, 0.203)  0.459
O (-2.902, -1.864, -2.351)  -0.966
H (-3.622, -2.424, -2.060)  0.494
H (-2.807, -1.214, -1.655)  0.460
O (3.944, -2.353, 1.718)  -0.989
H (3.052, -2.409, 1.376)  0.476
H (4.487, -2.191, 0.946)  0.506
O (-4.842, -0.064, 0.744)  -0.973
H (-4.369, 0.553, 1.303)  0.503
H (-5.560, 0.449, 0.374)  0.490
O (-4.127, 1.938, -2.564)  -0.943
H (-4.479, 1.072, -2.770)  0.467
H (-3.427, 1.769, -1.933)  0.474
O (-0.137, -1.456, -3.416)  -0.958
H (-0.902, -1.043, -3.015)  0.479
H (-0.127, -1.123, -4.313)  0.481
O (5.084, -1.296, -0.597)  -0.962
H (4.586, -0.520, -0.340)  0.478
H (5.564, -1.025, -1.380)  0.496
O (2.186, 2.188, 2.073)  -0.922
H (2.662, 1.397, 1.822)  0.466
H (1.265, 1.968, 1.933)  0.458
O (0.048, -1.584, 4.068)  -0.969
H (0.514, -0.761, 4.218)  0.533
H (-0.187, -1.889, 4.945)  0.501
O (-2.743, 3.073, 0.091)  -0.960
H (-2.261, 2.717, -0.656)  0.486
H (-2.860, 4.000, -0.119)  0.469
O (4.885, 0.019, 2.890)  -0.964
H (4.304, -0.712, 2.683)  0.484
H (5.540, -0.354, 3.481)  0.466
O (-2.280, 0.680, 3.647)  -0.936
H (-1.679, -0.039, 3.844)  0.458
H (-1.709, 1.411, 3.410)  0.478
O (-1.145, 1.203, -4.755)  -0.971
H (-1.144, 2.082, -5.133)  0.477
H (-0.981, 1.342, -3.823)  0.489
O (-1.718, -4.033, 3.455)  -0.979
H (-2.588, -3.638, 3.387)  0.524
H (-1.818, -4.721, 4.113)  0.515
O (4.795, 3.070, -0.024)  -0.949
H (4.309, 3.866, 0.190)  0.473
H (4.128, 2.458, -0.335)  0.476
O (3.136, -0.440, -3.157)  -0.956
H (2.674, 0.241, -2.667)  0.480
H (2.739, -0.419, -4.028)  0.470

Entry 5:
Formula: C2H2DyO3
Source: the OMol25 dataset
Level of theory: the ωB97M-V functional and the def2-TZVPD basis

Computed properties:
F_max in hartree/bohr: 0.055
HOMO (alpha / beta) in hartree: -0.4766 / -0.4604
LUMO level (alpha / beta) in hartree: -0.1742 / -0.1898
Net charge: +1
2S+1: 6
Total energy in Ha: -1187.8546

Last column: Löwdin charge in e.
Geometry (Å):
C (-1.114, 1.084, 0.188)  -0.206
Dy (-2.605, -0.679, 0.154)  1.637
H (-1.041, 2.140, -0.092)  0.025
O (-0.311, -1.435, -0.398)  -0.110
C (0.557, -0.569, -0.174)  -0.661
O (0.303, 0.614, 0.230)  -0.041
O (1.838, -0.932, -0.146)  0.204
H (2.373, -0.223, 0.237)  0.151

Look up the total energy of the fourth one.
-3246.7820 Ha